The following is a DFT calculation (ωB97M-V/def2-TZVPD) of a structure of composition C34H57F4N9OSSbYb at a distorted geometry.

Frontier orbital gap (alpha / beta) in eV: 6.52 / 5.91
<S²>: 0.751
Spin multiplicity: 2
E_tot in eV: -111396.597
Net charge: +2
Energy above the lowest of the compared OMol25 structures with the same formula, charge and spin in kJ/mol: 0.0
Highest occupied orbital energy (alpha / beta) in eV: -11.379 / -11.379

The geometry in XYZ format:
```
108
Properties=species:S:1:pos:R:3:forces:R:3
Yb 11.498 9.500 10.614 0.9095 1.5677 0.0461
C 13.978 9.389 14.190 0.3122 -0.3594 0.5092
C 14.288 9.442 12.703 0.3871 0.5286 -0.6151
N 13.529 8.493 11.823 -0.6898 0.2343 0.2841
C 13.146 7.187 12.428 -0.6682 -0.0615 -1.3420
C 14.285 6.318 12.962 0.5119 -0.4761 -1.0804
C 14.286 8.265 10.607 1.2019 -0.6721 -1.4014
C 13.543 7.499 9.495 0.3317 -1.7804 0.1463
N 12.231 8.048 9.210 1.2814 1.2280 2.1417
C 11.484 7.741 8.169 -2.4392 -0.7116 -3.3231
C 10.478 8.679 7.771 1.1804 0.1785 0.8972
F 10.317 9.777 8.677 0.1484 -0.4799 -0.6474
C 9.774 8.676 6.611 -1.4688 -0.7366 -0.8965
F 8.855 9.618 6.372 0.3195 0.5605 0.1426
C 9.790 7.584 5.735 0.6699 -0.1079 0.7957
C 10.558 6.521 6.216 0.1056 -0.6379 -0.9668
F 10.523 5.330 5.565 0.1642 1.0409 0.4412
C 11.411 6.588 7.328 -0.0220 0.4987 0.6776
F 12.121 5.494 7.656 0.0461 0.2664 -0.1003
H 14.665 10.073 14.744 -0.7702 -0.2381 -0.4922
H 14.241 8.392 14.573 -0.2243 0.2721 -0.0005
H 12.918 9.581 14.469 0.7072 0.1080 -0.2440
H 15.394 9.368 12.516 -0.8499 -0.3703 0.3044
H 14.011 10.399 12.249 0.3009 0.1320 0.4946
H 12.565 6.701 11.554 0.7438 0.2651 1.8030
H 12.446 7.395 13.231 -0.2025 0.0540 0.0066
H 15.218 6.875 13.188 -0.6526 -0.1907 -0.0520
H 14.556 5.532 12.218 -0.1034 0.5121 0.5979
H 13.931 5.821 13.856 0.1677 -0.1568 0.1978
H 15.217 7.671 10.799 -0.6047 0.3615 0.0912
H 14.668 9.195 10.158 -0.3812 0.1835 0.4577
H 13.416 6.433 9.828 0.4025 0.7117 -0.4834
H 14.239 7.484 8.622 -0.6645 0.0289 0.3794
H 9.223 7.605 4.789 0.3154 -0.2896 0.8253
C 14.553 13.472 12.488 -0.7574 0.1359 0.3526
N 14.824 12.992 11.150 -0.6790 0.0864 -0.7856
C 15.909 13.625 10.383 -0.0321 0.0808 -0.1509
C 15.810 12.941 9.018 1.8910 -0.3226 -0.2480
N 14.646 12.101 9.130 -0.6565 0.2917 -0.2026
C 14.248 11.383 7.917 -1.1884 1.7150 0.5669
C 14.000 12.225 10.339 2.5523 0.1315 -0.8794
N 12.932 11.546 10.642 -2.8071 0.0610 0.6589
C 11.831 12.305 11.401 2.5952 -0.1000 0.7093
C 10.859 12.896 10.430 -1.3957 1.2173 -1.3428
N 9.466 12.953 10.934 -0.5862 3.9313 -0.3706
C 8.654 14.101 10.594 -0.1176 -0.3553 0.3076
N 7.690 14.058 9.660 1.8328 -0.8518 -0.4836
C 7.621 13.005 8.632 -0.7189 -0.2729 0.4579
C 6.911 15.283 9.589 -1.9228 -1.2583 0.6233
C 7.449 16.077 10.759 0.7400 0.1314 0.5306
N 8.578 15.245 11.285 0.2097 0.4973 -0.6287
C 9.522 15.877 12.244 -1.2851 -0.8888 -0.3696
H 15.514 13.783 12.927 -0.5204 0.0063 -0.1137
H 14.134 12.654 13.114 0.2646 0.5111 -0.3321
H 13.811 14.331 12.472 1.0193 -0.7133 0.2293
H 16.882 13.445 10.856 -0.3325 0.0101 0.0411
H 15.785 14.710 10.273 -0.1808 -0.1546 0.2747
H 16.734 12.324 8.828 -0.8493 0.3543 0.1727
H 15.792 13.655 8.167 -0.4854 -0.3832 0.4996
H 14.086 12.075 7.066 0.7785 -0.1269 0.3853
H 13.242 11.029 8.047 -0.2848 -0.9104 0.3403
H 14.983 10.644 7.715 0.3587 -0.8352 -0.4760
H 12.302 13.097 12.059 -0.8758 -0.8357 -0.7506
H 11.363 11.614 12.110 -0.3045 0.0723 -0.0312
H 10.713 12.363 9.485 0.9637 -0.5893 0.1063
H 11.249 13.900 10.067 -0.7228 -0.8715 0.7051
H 8.598 12.526 8.506 -0.2200 0.1409 0.0833
H 7.303 13.429 7.671 0.0974 0.0551 0.3333
H 6.897 12.240 8.976 0.4049 0.3846 -0.4076
H 5.821 14.978 9.725 1.2643 0.6312 -0.1170
H 6.984 15.780 8.638 0.2928 0.1106 -0.4735
H 6.696 16.200 11.536 0.1144 0.1336 0.0887
H 7.845 17.049 10.458 -0.1505 -0.0243 0.1082
H 10.427 15.283 12.329 -0.0267 -0.0642 0.0614
H 8.951 15.872 13.176 0.6137 0.3667 0.2321
H 9.755 16.895 11.913 -0.0785 -0.2591 0.0795
O 7.589 11.703 11.182 -1.9347 0.2771 0.3637
C 8.774 11.725 11.133 3.0471 -2.5552 -0.2728
S 7.806 7.328 12.924 1.7846 0.9960 -0.6396
C 8.767 8.451 13.845 0.4258 0.4078 -0.5441
C 9.806 8.974 13.108 -0.1723 -0.2577 -0.4518
N 9.834 8.516 11.755 -1.6216 -1.7013 2.3272
C 8.872 7.591 11.588 -0.1527 1.4510 -0.4235
H 8.426 8.718 14.840 0.4100 -0.1169 -0.0990
H 10.624 9.695 13.425 -1.4227 -0.9134 -0.1159
H 8.597 7.258 10.579 0.3582 -0.2568 0.5791
C 13.534 10.146 19.513 0.6426 -0.9623 0.9860
C 12.331 11.021 19.644 -1.2861 0.6294 -0.8798
Sb 11.705 11.801 17.716 -0.1571 -0.3126 0.2885
C 9.586 12.181 18.189 1.4153 1.0639 -0.8731
C 9.367 12.590 19.643 -0.5905 0.1672 -0.8945
C 12.574 13.739 18.115 -0.7986 -0.2938 -0.4858
C 14.009 13.740 17.581 0.6899 0.9454 0.2939
H 13.955 9.984 20.505 0.1763 -0.2172 0.0301
H 14.358 10.416 18.883 0.3848 1.1610 -0.3564
H 13.334 9.170 19.093 -0.6778 -0.4557 0.1203
H 12.464 11.953 20.227 0.0452 -0.8190 -0.0056
H 11.436 10.462 19.990 0.7566 0.3142 0.1925
H 9.093 11.304 17.803 -0.4961 -0.3336 0.3266
H 9.419 12.979 17.433 -0.3806 -0.2084 0.6363
H 9.658 11.774 20.265 0.2246 -0.4475 0.7170
H 8.328 12.831 19.877 -0.0498 -0.0556 -0.1146
H 9.953 13.468 19.889 0.1953 0.0723 0.0827
H 12.477 13.984 19.180 0.1976 -0.1177 -0.2749
H 11.858 14.377 17.565 0.7782 0.2567 0.1768
H 14.628 12.889 17.877 -0.3682 -0.1897 0.2762
H 14.590 14.618 17.951 -0.4896 -0.3962 -0.3926
H 14.059 13.735 16.488 -0.2136 0.1660 0.0483
```
Positions in Å, forces in eV/Å.